No. 1
C28H33BBrF4N4O7SV | the ωB97M-V functional and the def2-TZVPD basis

XYZ file:
```
80
Properties=species:S:1:pos:R:3:forces:R:3:lowdin_spin:R:1
V -0.267502 0.039651 0.506233 -0.5 -1.3 0.2 1.8937
O 3.715691 1.212438 -2.961767 0.0 0.1 0.1 0.0000
C 2.932664 2.334010 -2.879904 0.1 -0.2 0.0 0.0000
C 3.320653 3.414656 -3.661602 -0.1 0.1 0.0 0.0000
C 2.581372 4.583659 -3.628369 0.0 0.0 0.0 0.0000
C 1.449688 4.684527 -2.822972 0.1 0.0 0.0 0.0001
C 1.079097 3.603877 -2.039575 0.0 0.0 0.0 0.0002
C 1.815360 2.425819 -2.052144 0.0 0.0 -0.2 -0.0011
C 1.454524 1.256795 -1.188022 -0.3 0.0 0.6 0.0073
O 0.128897 1.262568 -0.753375 0.8 1.2 -0.9 0.0162
N 2.281407 1.320204 0.055562 -0.2 0.2 0.2 -0.0002
N 1.648403 0.702724 1.112148 0.4 0.1 -0.5 -0.0083
C 2.302253 0.356098 2.143591 -0.1 -0.1 0.4 0.0178
C 1.651004 -0.265418 3.296273 0.0 0.2 -0.4 -0.0011
Br -0.251946 -0.232057 3.241679 0.1 0.0 -0.1 -0.0033
C 2.332033 -0.788741 4.303901 0.2 -0.2 0.4 0.0106
C 1.856732 -1.500658 5.505779 0.1 0.1 -0.2 0.0008
C 0.837832 -2.449568 5.456180 0.0 -0.1 0.0 0.0012
C 0.442704 -3.107968 6.611763 0.0 0.0 0.0 -0.0002
C 1.058478 -2.828180 7.824026 0.0 0.0 0.0 0.0013
C 2.090083 -1.899339 7.877198 0.0 0.0 -0.1 -0.0002
C 2.493965 -1.250471 6.720722 0.0 0.0 0.1 0.0014
H 3.309825 0.460312 -2.511540 0.0 0.0 0.0 0.0000
H 4.196272 3.314898 -4.290270 0.0 0.0 0.0 0.0000
H 2.886384 5.420917 -4.243908 0.0 0.0 0.0 0.0000
H 0.867357 5.596750 -2.810393 0.0 0.0 0.0 0.0000
H 0.195870 3.644209 -1.413135 0.0 0.0 0.0 0.0002
H 1.641139 0.321494 -1.723834 0.0 -0.1 0.1 0.0001
H 3.242910 1.015891 -0.054614 0.0 -0.1 -0.1 -0.0004
H 3.380210 0.486940 2.196542 0.0 0.0 0.0 0.0002
H 3.409670 -0.662946 4.220367 0.0 -0.1 0.0 0.0004
H 0.378711 -2.702076 4.509211 0.0 0.0 0.0 0.0000
H -0.342633 -3.851013 6.560269 0.0 0.0 0.0 0.0000
H 0.745552 -3.342642 8.723583 0.0 0.0 0.0 0.0001
H 2.585128 -1.687024 8.815962 0.0 0.0 0.0 0.0000
H 3.307285 -0.534355 6.757824 0.0 0.0 0.0 0.0001
C -1.060634 3.778940 1.373866 0.0 0.0 0.0 0.0010
C -2.087867 2.733526 1.126114 0.0 0.0 0.0 0.0063
N -1.849107 1.457754 0.908864 -0.1 -0.2 0.0 0.0035
C -3.064666 0.841639 0.720064 0.4 -0.1 0.2 0.0033
C -4.057905 1.755399 0.831278 -0.1 0.2 0.1 -0.0001
N -3.421383 2.943788 1.093213 0.0 0.1 0.0 0.0027
C -5.535123 1.722045 0.724288 0.0 0.0 -0.2 -0.0001
O -6.081966 0.557804 0.431579 0.0 0.2 0.0 -0.0001
O -6.157508 2.745307 0.875809 -0.1 -0.1 0.1 -0.0001
C -3.054909 -0.624867 0.514711 0.6 -0.1 0.0 0.0039
O -4.099773 -1.242478 0.347898 -0.2 0.0 -0.1 0.0039
O -1.863245 -1.128141 0.542018 -0.9 0.1 0.0 0.0090
H -0.077151 3.314615 1.384056 0.0 0.0 0.0 0.0002
H -1.232898 4.273055 2.330789 0.0 0.0 0.0 0.0002
H -1.071843 4.538688 0.591404 0.0 0.0 0.0 0.0003
H -3.917821 3.812620 1.226913 0.0 0.0 0.0 0.0000
H -5.392555 -0.154356 0.319268 0.0 -0.1 0.2 -0.0001
F 0.723170 -1.780360 0.587388 0.1 0.3 0.0 0.0186
B 2.075895 -2.313993 0.188962 -0.1 -0.2 0.0 0.0011
F 2.819948 -2.370396 1.358807 0.0 0.0 -0.1 0.0007
F 1.850210 -3.532119 -0.387457 0.1 0.1 0.0 0.0001
F 2.631678 -1.378936 -0.697665 0.0 -0.1 0.1 0.0006
C 1.085647 -0.928512 -4.546490 0.0 0.0 0.1 0.0000
C -0.378091 -0.816418 -4.966356 0.0 0.0 -0.1 0.0001
C -1.235086 0.039187 -4.039359 0.1 0.1 -0.2 0.0007
S -1.647385 -0.630117 -2.436308 0.3 0.0 0.6 0.0016
O -0.360151 -1.127373 -1.804547 -0.4 0.3 0.0 0.0053
C -2.599026 -2.093048 -2.917496 0.1 -0.2 0.0 0.0003
C -1.777171 -3.381890 -2.843787 -0.1 0.0 -0.1 0.0001
C -1.681968 -3.959878 -1.436508 0.0 0.0 0.1 0.0001
H 1.646950 -1.510677 -5.278036 0.0 0.0 0.0 0.0000
H 1.191115 -1.404759 -3.571136 0.0 0.0 -0.1 0.0000
H 1.545763 0.063051 -4.494698 0.0 0.0 0.0 0.0000
H -0.820835 -1.808463 -5.080209 0.0 0.0 0.0 0.0000
H -0.433927 -0.349090 -5.952796 0.0 0.0 0.0 0.0000
H -2.207635 0.279420 -4.480831 0.0 0.0 0.0 0.0001
H -0.737227 0.986168 -3.805199 0.0 0.0 0.0 0.0000
H -2.974817 -1.892395 -3.922392 0.0 0.0 0.0 0.0000
H -3.447672 -2.129608 -2.231272 0.0 0.0 0.0 0.0000
H -0.773982 -3.206421 -3.235384 0.0 0.0 0.0 0.0000
H -2.256840 -4.102222 -3.511658 0.0 0.0 0.0 0.0000
H -1.232354 -3.249674 -0.742281 0.0 0.0 -0.1 0.0001
H -1.064010 -4.858328 -1.440397 0.0 0.0 0.0 0.0000
H -2.672921 -4.224451 -1.058403 0.0 0.0 0.0 0.0000
```
Forces are in eV/Å.

Values from the calculation:
electronic energy = -6173.369084 hartree
net charge = 0
E_LUMO (spin up / spin down) = -0.48 / -0.62 eV
orbital gap (spin up / spin down) = 0.30622 / 0.30272 Ha
multiplicity = 3
E_HOMO (spin up / spin down) = -8.81 / -8.85 eV

---

No. 2
C3H9N | the ωB97M-V functional and the def2-TZVPD basis

XYZ file:
```
13
Properties=species:S:1:pos:R:3:forces:R:3:nbo_charge:R:1
C -1.414616 0.389090 -0.140983 1.5 0.8 -0.1 -0.6370
C -0.530030 -0.822666 0.258366 -1.0 1.7 3.3 -0.2049
N 0.747166 -0.789565 -0.383955 -0.6 -0.6 -2.8 -0.6145
C 1.596745 0.300575 0.042298 -1.7 -0.2 2.2 -0.4291
H -2.322489 0.447945 0.461900 0.0 0.1 -0.3 0.2173
H -0.763452 1.288657 0.060221 -1.2 -0.6 -0.1 0.1928
H -1.611027 0.405083 -1.240577 -0.2 -0.2 0.8 0.1952
H -0.306488 -0.657130 1.432833 -0.8 -0.9 -2.4 0.1723
H -1.153899 -1.701216 0.058540 0.8 -0.3 0.2 0.1955
H 0.399598 -0.546172 -1.363727 1.5 -0.7 1.1 0.3349
H 1.051919 1.215452 -0.122603 1.0 1.0 -0.6 0.1757
H 1.698509 0.300569 1.141603 -0.4 -0.4 0.0 0.1880
H 2.608066 0.169373 -0.203911 1.2 0.3 -1.4 0.2138
```
Forces are in eV/Å.

Values from the calculation:
electronic energy = -174.404792 hartree
structure (SMILES) = CCNC
net charge = 0
E_LUMO = 1.20 eV
orbital gap = 0.36963 Ha
multiplicity = 1
E_HOMO = -8.86 eV

---

No. 3
C45H59BrClIrN2O5P2S6Si | the ωB97M-V functional and the def2-TZVPD basis

XYZ file:
```
123
Properties=species:S:1:pos:R:3:forces:R:3:lowdin_spin:R:1
Ir 0.863259 0.246072 0.178253 -0.2 -0.1 0.5 0.0148
O 5.020860 -0.598548 0.048894 -0.4 -1.0 -0.2 0.0010
Cl 3.785029 -0.129730 -0.459453 0.1 1.5 0.5 0.0009
O 3.705288 -0.136603 -1.875636 0.1 -0.1 0.1 0.0011
O 2.609774 -0.968117 0.067074 0.3 -0.1 -0.5 0.0020
O 3.522932 1.168629 0.119701 0.5 -0.1 -0.3 0.0037
C -0.553744 -2.402468 7.206998 0.0 0.0 0.0 0.0000
S -0.349490 -0.620983 7.401796 0.0 0.0 0.1 0.0000
C -1.679597 0.005123 6.337851 0.0 0.0 0.0 0.0000
C -1.199231 0.474525 4.969321 0.0 0.0 0.0 0.0001
C -0.617252 -0.663108 4.147292 0.0 0.0 0.0 0.0002
N -0.207914 -0.242007 2.801648 0.1 0.0 -0.1 0.0015
P 1.224016 0.606600 2.381834 -0.3 0.0 0.0 0.0019
C 2.498269 -0.183368 3.391609 0.1 0.2 0.2 0.0000
C 2.473225 0.179187 4.746797 0.1 0.0 0.0 0.0000
C 3.293245 -0.455544 5.664070 0.0 -0.1 -0.1 0.0000
C 4.164349 -1.450903 5.239068 -0.1 0.0 0.0 0.0000
C 4.196678 -1.811274 3.900843 0.0 0.0 0.0 0.0000
C 3.365526 -1.191780 2.980089 -0.1 0.0 -0.1 0.0000
C 1.173327 2.313255 2.935285 -0.1 0.0 0.0 0.0001
C 2.373907 2.941944 3.263896 0.0 0.0 0.0 -0.0001
C 2.373666 4.276858 3.640016 0.0 0.0 0.0 0.0014
C 1.182055 4.988368 3.671879 0.0 0.0 0.0 0.0002
C -0.014249 4.365308 3.331892 0.0 0.0 0.0 0.0000
C -0.022133 3.030598 2.961331 0.0 0.0 0.0 0.0000
P -0.420518 -1.153491 1.386963 0.1 -0.1 0.0 0.0100
C 0.032941 -2.873673 1.667519 -0.1 0.0 0.1 0.0031
C 1.211025 -3.426922 1.177001 0.0 0.0 0.0 0.0003
C 1.538157 -4.741090 1.482993 0.0 0.0 0.0 0.0000
C 0.699241 -5.504532 2.279647 0.0 0.0 0.0 0.0000
C -0.489883 -4.962750 2.757282 0.0 0.0 0.0 0.0002
C -0.827851 -3.658233 2.443849 0.0 -0.1 0.0 0.0007
C -2.173498 -1.227631 1.008048 0.0 0.1 0.0 0.0002
C -3.061449 -0.303193 1.550108 -0.1 0.0 0.0 0.0001
C -4.404913 -0.356926 1.211841 0.0 0.0 0.0 0.0002
C -4.858187 -1.323226 0.322639 0.1 0.0 0.0 0.0001
C -3.971000 -2.243160 -0.223599 0.0 0.0 0.0 0.0001
C -2.629650 -2.200909 0.119521 0.0 0.0 0.0 0.0001
H 0.191296 -2.874181 7.846170 0.0 0.0 0.0 0.0000
H -0.385111 -2.730704 6.180810 0.0 0.0 0.0 0.0000
H -1.542552 -2.714506 7.539990 0.0 0.0 0.0 0.0000
H -2.144614 0.833478 6.870927 0.0 0.0 0.0 0.0000
H -2.438242 -0.775349 6.242240 0.0 0.0 0.0 0.0000
H -0.452251 1.260587 5.105123 0.0 0.0 0.0 0.0000
H -2.032870 0.926222 4.421885 0.0 0.0 0.0 0.0000
H -1.371282 -1.445216 4.031760 0.0 0.0 0.0 0.0000
H 0.232549 -1.109907 4.669453 0.0 0.0 0.0 0.0000
H 1.811899 0.959302 5.101152 0.0 0.0 0.0 0.0000
H 3.247087 -0.168884 6.706060 0.0 0.0 0.0 0.0000
H 4.815511 -1.942887 5.949742 0.0 0.0 0.0 0.0000
H 4.876736 -2.580958 3.559370 0.0 0.0 0.0 0.0000
H 3.405245 -1.497597 1.949254 0.0 0.0 0.0 0.0000
H 3.306793 2.392434 3.231579 0.0 0.0 0.0 -0.0001
H 3.306150 4.760592 3.898225 0.0 0.0 0.0 0.0014
H 1.185237 6.030096 3.967232 0.0 0.0 0.0 0.0001
H -0.944285 4.918454 3.362850 0.0 0.0 0.0 0.0000
H -0.949523 2.544447 2.689423 0.0 0.0 0.0 0.0000
H 1.867962 -2.851326 0.543070 0.0 0.0 0.0 0.0001
H 2.452629 -5.165826 1.089291 0.0 0.0 0.0 0.0000
H 0.961284 -6.527100 2.518591 0.0 0.0 0.0 0.0000
H -1.159691 -5.561584 3.360266 0.0 0.0 0.0 0.0000
H -1.775975 -3.261819 2.786296 0.0 0.0 0.0 0.0000
H -2.696894 0.461970 2.222942 0.0 0.0 0.0 0.0001
H -5.094202 0.363683 1.631405 0.0 0.0 0.0 0.0000
H -5.905747 -1.357936 0.052962 0.0 0.0 0.0 0.0000
H -4.324174 -2.996255 -0.916328 0.0 0.0 0.0 0.0000
H -1.941189 -2.925898 -0.300413 0.0 0.0 0.0 0.0000
C 1.620871 1.199244 -4.476961 0.0 0.0 0.0 0.0072
C 0.971142 0.053969 -5.259589 0.0 0.0 0.0 0.0008
C 2.077083 -0.974954 -5.528529 0.1 0.0 0.0 0.0001
C 0.474417 0.604629 -6.609098 0.0 0.0 -0.1 0.0002
Si -0.499846 -0.719672 -4.326706 -0.1 0.0 0.1 0.0000
Br 0.244667 -1.050887 -2.102614 0.1 0.0 0.0 0.0004
C -0.879382 -2.537588 -4.796778 0.0 0.0 0.0 0.0000
C -2.155771 -3.045239 -4.111140 0.0 0.0 0.0 0.0000
C 0.246077 -3.515027 -4.420917 0.0 -0.1 0.0 0.0000
C -1.091253 -2.617632 -6.320621 0.0 0.0 0.0 0.0000
C -2.041247 0.392867 -4.116392 0.0 0.0 0.0 0.0000
C -2.910032 -0.016344 -2.914314 0.0 0.0 0.0 0.0000
C -2.902271 0.311127 -5.390433 0.0 0.0 0.0 0.0000
C -1.652486 1.860447 -3.897500 0.0 0.1 0.0 0.0000
H 2.403297 1.643747 -5.102012 0.0 0.0 0.0 0.0001
H 2.100775 0.840530 -3.566652 0.0 0.0 0.0 0.0044
H 0.922788 1.990231 -4.215939 0.0 0.0 0.0 0.0026
H 2.923401 -0.459425 -5.993713 0.0 0.0 0.0 0.0000
H 1.763386 -1.762872 -6.213176 0.0 0.0 0.0 0.0000
H 2.443158 -1.431207 -4.605853 0.0 0.0 0.0 0.0000
H 1.337509 0.973018 -7.172695 0.0 0.0 0.0 0.0000
H -0.212097 1.443502 -6.485508 0.0 0.0 0.0 0.0000
H -0.016907 -0.151612 -7.225882 0.0 0.0 0.0 0.0001
H -2.094682 -2.963646 -3.022161 0.0 0.0 0.0 0.0000
H -2.287785 -4.104137 -4.356870 0.0 0.0 0.0 0.0000
H -3.049777 -2.521455 -4.448197 0.0 0.0 0.0 0.0000
H 0.449097 -3.521452 -3.349137 0.0 0.0 0.0 0.0000
H 1.177593 -3.312887 -4.941571 0.0 0.0 0.0 0.0000
H -0.071760 -4.525528 -4.699229 0.0 0.0 0.0 0.0000
H -1.933930 -2.010998 -6.659763 0.1 0.0 0.0 0.0000
H -1.306563 -3.656387 -6.591588 0.0 0.0 0.0 0.0000
H -0.204676 -2.317574 -6.881281 0.0 0.0 0.0 0.0000
H -3.287287 -1.034245 -2.982374 0.0 0.0 0.0 0.0000
H -3.772782 0.655330 -2.862410 0.0 0.0 0.0 0.0000
H -2.372163 0.081113 -1.970819 0.0 0.0 0.0 0.0000
H -3.354026 -0.673550 -5.521131 0.0 0.0 0.0 0.0000
H -2.343715 0.554501 -6.297708 0.0 0.0 0.0 0.0000
H -3.719801 1.034460 -5.307821 0.0 0.0 0.0 0.0000
H -1.023650 1.994347 -3.015371 0.0 0.0 0.0 -0.0001
H -2.566298 2.440339 -3.731416 0.0 0.0 0.0 0.0000
H -1.139508 2.293237 -4.757078 0.0 0.0 0.0 0.0000
C -0.943390 6.690637 -1.144208 0.0 0.0 0.0 0.0155
S -0.477247 4.957736 -1.309422 0.1 0.0 0.0 0.1495
C 1.098959 4.957115 -0.636704 -0.1 0.0 -0.1 0.1860
C 1.840300 3.763512 -0.593370 0.1 -0.1 0.1 0.1108
S 1.272602 2.382843 -1.348322 -0.1 -0.2 0.0 0.2606
S 3.392877 3.899643 0.200801 -0.1 0.1 0.0 -0.0121
C 3.298140 5.581249 0.589879 0.0 0.0 0.0 -0.0032
S 4.446765 6.404756 1.385133 0.0 0.0 0.0 0.1524
S 1.821287 6.352147 0.053474 0.0 0.0 0.0 0.0466
H -1.966797 6.748075 -1.509069 0.0 0.0 0.0 -0.0004
H -0.310464 7.332784 -1.754264 0.0 0.0 0.0 0.0027
H -0.923075 7.006292 -0.101989 0.0 0.0 0.0 0.0035
O -2.693934 2.420764 -0.479309 0.2 -0.1 0.1 0.0016
C -1.709730 1.900225 -0.078977 -0.2 0.2 0.0 0.0075
N -0.739842 1.430275 0.427810 -0.2 -0.1 -0.3 0.0178
```
Forces are in eV/Å.

Values from the calculation:
electronic energy = -8735.418708 hartree
net charge = +1
E_LUMO (spin up / spin down) = -2.99 / -4.70 eV
orbital gap (spin up / spin down) = 0.25636 / 0.22075 Ha
multiplicity = 2
E_HOMO (spin up / spin down) = -9.96 / -10.70 eV

---

Energy relative to the best compared isomer or geometry (same formula, charge and spin), record by record: 8.00 30.28 0.00 kcal/mol